Formula: C23H41N3O5S
Source: the OMol25 dataset
Level of theory: the ωB97M-V functional and the def2-TZVPD basis

```
73
C23H41N3O5S the ωB97M-V functional and the def2-TZVPD basis
C -1.431 4.090 0.672
C -1.349 3.624 -0.625
C -0.731 2.278 -0.983
S 0.333 1.701 0.411
C 0.149 2.472 -2.233
C 0.528 1.187 -2.984
C 2.016 0.869 -3.049
C 2.503 0.180 -4.157
C 3.842 -0.163 -4.276
C 4.727 0.172 -3.262
C 4.267 0.869 -2.155
C 2.925 1.221 -2.057
O -1.720 1.339 -1.269
C -2.493 0.901 -0.156
C -2.019 -0.446 0.382
O -3.092 -1.373 0.442
C -2.594 -2.611 0.920
H -2.406 4.139 1.158
H -0.575 4.434 1.242
H -1.721 4.208 -1.466
H 1.182 2.723 0.553
H 1.014 3.084 -1.986
H -0.453 3.080 -2.916
H 0.030 0.310 -2.570
H 0.214 1.277 -4.024
H 1.840 -0.112 -4.964
H 4.204 -0.685 -5.152
H 5.777 -0.088 -3.294
H 4.940 1.138 -1.352
H 2.608 1.774 -1.184
H -3.522 0.780 -0.500
H -2.531 1.613 0.666
H -1.683 -0.296 1.415
H -1.155 -0.825 -0.174
H -2.260 -3.195 0.053
H -3.362 -3.167 1.451
H -1.712 -2.458 1.547
C 3.787 0.025 1.716
O 3.137 0.953 2.164
N 4.905 -0.467 2.273
C 5.627 -1.579 1.692
C 5.393 0.136 3.499
H 3.494 -0.503 0.792
H 5.661 -2.411 2.396
H 6.647 -1.277 1.444
H 5.127 -1.911 0.784
H 4.636 0.061 4.280
H 5.610 1.193 3.338
H 6.297 -0.376 3.819
C -5.775 3.127 -1.426
O -5.961 4.202 -0.891
N -6.751 2.319 -1.887
C -6.461 1.047 -2.517
C -8.132 2.745 -1.742
H -4.763 2.715 -1.583
H -6.844 1.035 -3.539
H -6.925 0.232 -1.957
H -5.385 0.883 -2.544
H -8.289 3.691 -2.260
H -8.370 2.894 -0.688
H -8.790 1.988 -2.160
C 2.411 -3.845 2.676
O 3.401 -3.385 3.212
N 1.422 -4.494 3.320
C 0.267 -5.021 2.619
C 1.524 -4.667 4.759
H 2.240 -3.766 1.589
H -0.641 -4.556 3.009
H 0.203 -6.102 2.757
H 0.344 -4.806 1.555
H 1.581 -3.695 5.249
H 2.427 -5.225 5.007
H 0.652 -5.206 5.122
```

For the frontier orbital gap, the calculation gives 7.945 eV. Its LUMO energy is 0.00522 hartree. The structure (SMILES) is C=C[C@](S)(CCc1ccccc1)OCCOC.CN(C)C=O.CN(C)C=O.CN(C)C=O. The calculation puts the HOMO energy at -7.8030 eV.